No. 1
This record from the OMol25 dataset describes one molecule with the formula C7H13N. The level of theory is ωB97M-V with the def2-TZVPD basis set.

Each line ends with the Löwdin charge.
Atoms and positions in Å:
H 1.65145 -0.88148 -2.00258  0.112
H -0.00655 -1.51770 1.39287  0.100
C -0.84477 2.35048 0.37769  -0.021
H -0.19774 0.67793 -1.96481  0.167
H 0.92859 -2.88809 -0.17954  0.095
N 0.89815 0.82991 1.19534  0.062
C -0.18685 0.97641 0.26956  -0.546
H -0.14248 -2.46600 -1.43348  0.110
H -0.03117 3.16839 0.36201  0.107
H -1.34907 -2.42633 0.52633  0.121
C 1.21044 -0.79237 -1.00366  -0.129
H -1.51931 2.40861 -0.47748  0.077
H -1.41824 2.44536 1.27517  0.066
C 0.06847 0.20716 -0.93858  -0.217
H 1.64168 1.52144 0.85471  0.128
H 0.58270 1.32606 2.00719  0.069
C 0.39714 -2.03103 -0.57766  -0.202
H 1.86605 -0.49069 -0.21308  0.083
C -0.62220 -1.57404 0.49198  -0.163
C -1.04906 -0.20932 0.00016  -0.168
H -2.13201 -0.25070 -0.23167  0.150

Atoms 1-3, force components in eV/Å:
0.04 0.15 0.42
-0.60 -0.02 0.39
1.52 0.17 -1.71

No. 2
This record from the OMol25 dataset describes one molecule with the formula C7H13N. The level of theory is ωB97M-V with the def2-TZVPD basis set.

Each line ends with the Löwdin charge.
Atoms and positions in Å:
C -0.79526 0.91026 0.14241  -0.338
C -0.39155 -0.36606 0.73214  -0.087
H 0.63747 -1.73085 -1.92422  0.082
C 1.74570 1.43980 0.69193  -0.119
H -0.98306 -2.40924 -1.73928  0.081
H -0.26196 -0.38654 1.80863  0.117
H 2.10033 0.50110 0.27205  0.067
C -0.34022 -1.57591 -1.46177  -0.035
H 0.64550 -3.35053 0.10710  0.083
C -0.21411 -1.49907 0.02922  -0.394
H 1.62790 1.32550 1.76666  0.070
H 2.50673 2.20072 0.51904  0.070
H 0.60257 2.01322 -1.02563  0.109
H -2.19612 2.31904 -0.52671  0.063
C -2.01322 1.31693 -0.16438  0.040
N 0.06234 -2.72273 0.64153  0.077
H 0.32896 -2.66522 1.61174  0.083
H -2.85549 0.64479 -0.12223  0.064
H 0.12465 2.82999 0.45031  0.105
H -0.76472 -0.65700 -1.85400  0.071
C 0.43354 1.86185 0.04548  -0.211

Atoms 1-3, force components in eV/Å:
1.87 0.93 0.79
-0.82 -1.48 -0.55
0.03 -0.06 -0.01

The relative energy (zero: lowest compared OMol25 entry of this formula, charge and spin) results, record by record, are as follows: 39.0; 23.3 kcal/mol.
The frontier orbital gap results, record by record, are as follows: 10.29; 8.94 eV.